1.
A cluster of 5 separate species, C17H48N4O5 in total, computed with ωB97M-V/def2-TZVPD.

As for the SMILES: COC[C@H](C)N.COC[C@H](C)N.COC[C@H](C)N.COC[C@H](C)N.CO. The calculation puts the HOMO-LUMO gap at 9.662 eV. The spin multiplicity is 1. The charge is 0. For the largest force on an atom, the calculation gives 3.80 eV/A. The relative energy (zero: lowest compared OMol25 entry of this formula, charge and spin) comes out at 690.08 kJ/mol.

Positions of all 74 atoms, in Å:
O1 -1.416904 -0.022112 -1.274267
O2 2.436916 0.327108 0.973753
O3 -4.934004 -1.664552 1.768573
O4 -3.550784 -0.229712 -0.689977
O5 5.892316 0.138688 -2.463437
N1 -2.481934 -2.972232 1.957703
N2 3.082596 0.293658 -3.952377
N3 -3.743864 3.096658 -2.432147
N4 4.156486 -1.592222 2.334543
C1 -1.909554 -0.579072 1.517943
C2 -4.032284 -1.538432 -1.043627
C3 -3.772724 2.203248 -1.258527
C4 -0.227774 0.401448 -0.669767
C5 -4.069234 -1.303472 2.891203
C6 6.880026 -0.686022 -1.870227
C7 -3.914954 0.745698 -1.654197
C8 -2.552204 -1.555962 2.527763
C9 2.225336 -0.723962 0.028623
C10 -4.831984 2.907098 -0.402857
C11 4.634026 0.205328 -1.781797
C12 3.693546 1.007078 -2.806597
C13 5.379036 0.328728 3.234153
C14 -6.296394 -1.282912 1.924443
C15 3.795486 0.646248 1.224043
C16 4.106276 -0.146622 2.509783
C17 2.426226 1.538208 -1.992897
H1 -4.603904 2.894788 -2.921707
H2 4.236636 -0.801182 -1.650997
H3 5.350386 1.411118 3.359403
H4 4.035676 -2.029482 3.236943
H5 -6.442954 -0.250132 2.240643
H6 4.494956 0.548058 0.393863
H7 -0.861824 -0.850632 1.389033
H8 1.153556 -0.841482 -0.131307
H9 -4.231034 -1.878462 3.802963
H10 1.876376 0.749848 -1.478847
H11 -1.939434 -1.406872 3.416803
H12 -4.622094 -1.883232 -0.194317
H13 3.793816 1.679268 1.571873
H14 -6.909174 -1.977632 2.498873
H15 3.341026 -1.915002 1.833603
H16 -0.242644 1.459058 -0.406427
H17 2.815816 2.150438 -1.179577
H18 -2.456464 -0.494262 0.578893
H19 -4.705474 -1.530722 -1.900867
H20 -1.964724 0.418488 1.953763
H21 6.266316 0.049778 2.665793
H22 1.741316 2.197288 -2.526387
H23 -2.131224 0.611338 -1.173757
H24 5.505666 -0.137382 4.211293
H25 6.430006 -1.632772 -1.571487
H26 2.534036 -0.297702 -0.925897
H27 -3.056494 -3.510302 2.590513
H28 -5.720194 3.195608 -0.964937
H29 4.728906 0.586328 -0.764967
H30 2.654916 -1.707682 0.217963
H31 4.235196 1.913778 -3.076067
H32 7.695236 -0.683902 -2.593787
H33 7.236826 -0.232412 -0.945547
H34 2.462476 -0.459762 -3.691797
H35 -6.850744 -1.378882 0.990853
H36 -4.213084 -0.280182 3.238003
H37 -5.082544 2.347258 0.498203
H38 3.188316 -0.163142 3.097303
H39 -3.104554 -2.874092 1.168523
H40 3.823286 -0.273592 -4.339307
H41 -2.768534 2.243038 -0.836477
H42 -4.941424 0.595718 -1.988817
H43 -3.351784 0.413148 -2.526177
H44 0.649346 0.183538 -1.279077
H45 -4.485794 3.927938 -0.241177
H46 -3.110464 2.756298 -3.141417
H47 -0.192294 -0.172272 0.256353
H48 -3.234944 -2.210862 -1.360157

Atoms 1-3, force components in eV/Å:
1.61 0.35 -1.57
-0.48 -0.61 -1.00
0.12 0.65 1.60

2.
A cluster of 8 separate species, C17H49BNO10 in total, computed with ωB97M-V/def2-TZVPD.

The calculation puts the HOMO-LUMO gap (spin up / spin down) at 8.170 / 9.442 eV. The spin multiplicity is 2. The charge is 0. For the largest force on an atom, the calculation gives 0.77 eV/A.

Positions of all 78 atoms, in Å:
O1 8.110236 -1.506951 -2.593330
O2 3.661384 1.356492 -1.471268
O3 -4.253541 1.573585 0.624271
O4 -4.267126 -3.450205 0.693764
O5 -7.078416 4.284801 1.466487
O6 3.526293 -0.799605 -0.608623
O7 4.662272 -3.981738 -0.666481
O8 -0.554569 -0.223642 2.434399
O9 -4.687083 0.565554 -3.282238
O10 6.341374 -1.017703 2.929003
N1 -0.841330 0.355703 1.330328
C1 -1.227136 -1.973647 0.644222
C2 -5.453817 1.723839 -0.132990
C3 0.573130 -0.651198 -0.457734
C4 -3.784759 1.350469 -4.053570
C5 1.358008 0.659333 -0.561542
C6 -0.836158 2.634976 0.223479
C7 1.282736 1.399170 0.790205
C8 -0.158202 1.681981 1.206821
C9 -4.614242 -4.467246 1.623829
C10 -0.844116 -0.578014 0.152337
C11 -0.185673 2.355210 2.581664
C12 6.931726 -0.712028 -2.483695
C13 7.663567 -0.504926 2.801742
C14 4.009841 -0.934867 0.738816
C15 -1.938452 -0.176959 -0.858815
C16 4.663731 -4.133971 -2.076949
C17 -8.424116 4.064073 1.059875
B1 2.888233 0.390948 -0.884497
H1 7.697330 0.572938 2.980414
H2 -0.029020 3.425448 2.450225
H3 6.309036 -0.801108 -3.377531
H4 0.594943 1.972261 3.232551
H5 -5.492094 0.445329 -3.791644
H6 -4.428387 -4.153083 2.654581
H7 -3.525920 0.858832 -4.994733
H8 3.485793 -1.743556 1.247717
H9 -2.168072 0.873932 -0.860211
H10 -0.324710 3.595815 0.243712
H11 6.043271 -0.859294 3.827662
H12 -2.881050 1.466077 -3.459904
H13 7.982392 -0.698677 1.780487
H14 -5.844173 2.738246 -0.040401
H15 -4.455775 1.751992 1.546153
H16 -4.811519 -2.679655 0.872874
H17 5.213467 -5.042884 -2.310704
H18 4.177089 -3.175444 -0.468744
H19 3.894125 -0.012235 1.305870
H20 -2.064355 -1.914639 1.331182
H21 -1.684454 -0.528314 -1.858084
H22 5.070868 -1.164819 0.715487
H23 1.841498 2.337145 0.773156
H24 -6.217276 1.009584 0.192083
H25 -0.398773 -2.467605 1.147162
H26 1.712070 0.752453 1.560287
H27 -1.501049 -2.571232 -0.223399
H28 8.356022 -1.004267 3.483725
H29 -8.387486 3.447827 0.164559
H30 1.162224 -1.370056 0.112147
H31 6.344952 -0.993622 -1.605509
H32 -1.879917 2.783102 0.501735
H33 3.153213 2.153428 -1.615604
H34 0.460689 -1.075733 -1.458207
H35 7.249643 0.321035 -2.371907
H36 -5.201890 1.519272 -1.170625
H37 -8.995901 3.533458 1.825397
H38 -5.660773 -4.768948 1.524758
H39 -8.931153 5.001338 0.817963
H40 -1.155924 2.215662 3.052455
H41 -3.983903 -5.325556 1.404970
H42 7.842097 -2.425058 -2.674941
H43 3.647405 -4.226546 -2.469691
H44 0.938436 1.300008 -1.341951
H45 -0.832583 2.279222 -0.798352
H46 -7.089714 4.828017 2.257948
H47 -2.866970 -0.672135 -0.577358
H48 5.152644 -3.285159 -2.566329
H49 -4.192699 2.341894 -4.268108

Atoms 1-3, force components in eV/Å:
-0.03 0.14 -0.02
0.06 -0.17 0.15
-0.03 -0.03 -0.02

3.
A cluster of 6 separate species, C17H49N5O8 in total, computed with ωB97M-V/def2-TZVPD.

As for the SMILES: COC[C@H](C)N.COC[C@H](C)N.COC[C@H](C)N.NC(N)=O.OCCO.OCCO. The calculation puts the HOMO-LUMO gap at 9.752 eV. The spin multiplicity is 1. The charge is 0. For the largest force on an atom, the calculation gives 1.73 eV/A. The relative energy (zero: lowest compared OMol25 entry of this formula, charge and spin) comes out at 0.00 kJ/mol.

Positions of all 79 atoms, in Å:
O1 24.425199 17.918526 -5.647213
O2 21.514169 17.282219 -2.590748
O3 22.286657 12.684019 -0.607814
O4 20.877250 19.188500 -4.447722
O5 23.139621 10.995859 -4.593722
O6 18.064960 15.141639 -7.248786
O7 23.175281 15.559362 -4.932267
O8 22.964509 21.835740 -5.682835
N1 24.257211 7.517450 -4.520688
N2 21.494162 16.409130 -0.477204
N3 21.911696 15.024034 -2.315995
N4 18.412732 14.572311 -3.581982
N5 19.462625 13.155376 -0.819004
C1 21.868663 20.943338 -5.647480
C2 20.029585 11.830432 -0.504803
C3 23.339601 17.432088 -6.457714
C4 18.976828 14.316862 -7.896995
C5 23.690068 12.453617 -0.744274
C6 18.927414 14.401939 -4.983493
C7 21.452949 11.615645 -1.082085
C8 17.800902 14.914850 -5.868070
C9 21.630476 16.287863 -1.857659
C10 23.991551 9.910450 -4.283448
C11 21.964093 8.453434 -4.031168
C12 23.321839 8.618274 -4.725735
C13 19.165301 10.705111 -1.024508
C14 22.400663 16.561031 -5.637499
C15 19.185153 12.905343 -5.118791
C16 21.965136 20.092868 -4.399735
C17 23.884070 12.171200 -4.798233
H1 23.103020 8.800304 -5.788114
H2 17.481994 14.964641 -3.541083
H3 24.408173 18.881197 -5.647338
H4 22.766823 18.176078 -7.021818
H5 19.029834 15.164410 -3.036560
H6 18.281040 12.296690 -5.079883
H7 19.735296 12.620069 -6.022605
H8 24.939724 10.060757 -4.802988
H9 22.086503 8.586918 -2.946953
H10 24.389975 12.235149 -5.772270
H11 16.913568 14.267124 -5.772565
H12 21.209183 9.152768 -4.372135
H13 18.110270 10.899162 -0.828644
H14 24.738987 7.542693 -3.636064
H15 21.918033 20.707751 -3.490963
H16 22.907735 19.526855 -4.321674
H17 19.998910 14.309281 -7.486387
H18 18.681179 13.250018 -7.863639
H19 22.691342 22.610596 -6.179547
H20 21.852846 10.638996 -0.795059
H21 24.702282 12.197330 -4.059739
H22 21.385822 11.755179 -2.175513
H23 20.278884 13.769032 -0.787340
H24 19.050152 14.577364 -8.950506
H25 24.102531 9.944726 -3.188171
H26 19.265600 13.217435 -1.828364
H27 19.476911 9.720222 -0.687188
H28 23.994868 11.569321 -0.178172
H29 23.907244 16.097272 -4.581466
H30 23.243592 13.040024 -4.675166
H31 22.276680 14.912246 -3.261121
H32 19.844524 14.969847 -5.134710
H33 21.844978 17.186080 -4.943231
H34 24.192537 13.347047 -0.386456
H35 21.831137 20.277800 -6.513456
H36 21.836406 15.724187 0.166542
H37 21.622451 7.418631 -4.136603
H38 17.482962 15.885956 -5.478121
H39 23.798885 6.631102 -4.675994
H40 20.985376 18.569102 -3.698931
H41 22.166259 14.313639 -1.641281
H42 19.843467 12.574537 -4.312236
H43 20.231490 11.803603 0.574291
H44 21.275853 17.335546 -0.163242
H45 21.778993 16.036237 -6.363396
H46 23.791085 16.807718 -7.245992
H47 23.922219 12.277461 -1.803674
H48 20.933813 21.498933 -5.527829
H49 19.233859 10.732840 -2.119737

Atoms 1-3, force components in eV/Å:
-0.61 0.18 -0.34
-0.14 -1.00 0.67
0.35 -0.24 0.57